1.
CHBr3 | wB97M-V/def2-TZVPD

Atoms and positions in Å:
Br 2.006 -0.068 0.124
C 0.001 0.075 0.092
Br -0.868 -1.639 -0.053
Br -0.715 1.515 -1.258
H -0.424 0.117 1.095

## Properties
SMILES: BrC(Br)Br
Relative energy (zero: lowest compared OMol25 entry of this formula, charge and spin): 0.7917 eV
Orbital gap: 9.7 eV
Highest occupied orbital energy: -10.571 eV
Total energy: -7760.701866 a.u.
Net charge: 0

In elementary charge units, the Mulliken charges are:
1 Br -0.012
2 C -0.266
3 Br -0.024
4 Br -0.035
5 H 0.337

=====

2.
C16H19Cl2NNiS2 | wB97M-V/def2-TZVPD

Atoms and positions in Å:
Ni -0.153 0.051 -0.164
C 1.011 -1.090 1.596
C -0.367 -1.309 1.669
C -1.230 -0.234 1.962
C -0.706 1.034 2.192
C 0.678 1.244 2.136
C 1.530 0.186 1.850
H 1.681 -1.921 1.421
H -0.749 -2.317 1.596
H -2.292 -0.400 2.087
H -1.368 1.852 2.446
H 1.082 2.224 2.358
H 2.603 0.334 1.855
Cl -0.494 1.377 -3.695
C -1.345 2.447 -2.606
Cl -0.985 2.095 -0.862
H -2.412 2.324 -2.736
H -1.022 3.465 -2.775
C -2.800 -2.571 -0.207
S -2.250 -1.117 -1.120
C -2.244 -1.785 -2.796
H -2.064 -3.372 -0.260
H -3.736 -2.907 -0.648
H -2.982 -2.291 0.828
H -3.276 -1.846 -3.136
H -1.794 -2.775 -2.812
H -1.689 -1.106 -3.437
S 3.481 1.023 -2.562
C 2.343 0.973 -1.310
N 1.485 -0.014 -1.345
C 1.720 -0.837 -2.449
C 1.013 -1.989 -2.787
C 1.353 -2.653 -3.943
C 2.394 -2.188 -4.763
C 3.124 -1.072 -4.422
C 2.779 -0.404 -3.247
H 2.337 1.730 -0.538
H 0.225 -2.343 -2.135
H 0.815 -3.548 -4.227
H 2.640 -2.723 -5.671
H 3.935 -0.724 -5.048

## Properties
Relative energy (zero: lowest compared OMol25 entry of this formula, charge and spin): 0.2243 eV
Orbital gap (spin up / spin down): 8.7 / 6.9 eV
Highest occupied orbital energy (spin up / spin down): -14.982 / -14.969 eV
Total energy: -3900.366056 a.u.
Net charge: +2
Multiplicity: 3
<S²>: 2.009

In elementary charge units, the Mulliken charges are:
1 Ni 0.470
2 C -0.489
3 C -0.422
4 C -0.437
5 C -0.700
6 C -0.088
7 C -0.574
8 H 0.524
9 H 0.585
10 H 0.498
11 H 0.515
12 H 0.482
13 H 0.500
14 Cl -0.029
15 C -0.506
16 Cl -0.007
17 H 0.361
18 H 0.421
19 C -1.107
20 S 0.255
21 C -0.915
22 H 0.290
23 H 0.427
24 H 0.389
25 H 0.461
26 H 0.317
27 H 0.263
28 S -0.143
29 C -0.317
30 N 0.579
31 C -0.709
32 C -0.416
33 C -0.845
34 C -0.574
35 C -0.545
36 C 1.090
37 H 0.415
38 H 0.677
39 H 0.436
40 H 0.424
41 H 0.443

=====

Copy entry 2 word for word.
C16H19Cl2NNiS2 | wB97M-V/def2-TZVPD

Atoms and positions in Å:
Ni -0.153 0.051 -0.164
C 1.011 -1.090 1.596
C -0.367 -1.309 1.669
C -1.230 -0.234 1.962
C -0.706 1.034 2.192
C 0.678 1.244 2.136
C 1.530 0.186 1.850
H 1.681 -1.921 1.421
H -0.749 -2.317 1.596
H -2.292 -0.400 2.087
H -1.368 1.852 2.446
H 1.082 2.224 2.358
H 2.603 0.334 1.855
Cl -0.494 1.377 -3.695
C -1.345 2.447 -2.606
Cl -0.985 2.095 -0.862
H -2.412 2.324 -2.736
H -1.022 3.465 -2.775
C -2.800 -2.571 -0.207
S -2.250 -1.117 -1.120
C -2.244 -1.785 -2.796
H -2.064 -3.372 -0.260
H -3.736 -2.907 -0.648
H -2.982 -2.291 0.828
H -3.276 -1.846 -3.136
H -1.794 -2.775 -2.812
H -1.689 -1.106 -3.437
S 3.481 1.023 -2.562
C 2.343 0.973 -1.310
N 1.485 -0.014 -1.345
C 1.720 -0.837 -2.449
C 1.013 -1.989 -2.787
C 1.353 -2.653 -3.943
C 2.394 -2.188 -4.763
C 3.124 -1.072 -4.422
C 2.779 -0.404 -3.247
H 2.337 1.730 -0.538
H 0.225 -2.343 -2.135
H 0.815 -3.548 -4.227
H 2.640 -2.723 -5.671
H 3.935 -0.724 -5.048

## Properties
Relative energy (zero: lowest compared OMol25 entry of this formula, charge and spin): 0.2243 eV
Orbital gap (spin up / spin down): 8.7 / 6.9 eV
Highest occupied orbital energy (spin up / spin down): -14.982 / -14.969 eV
Total energy: -3900.366056 a.u.
Net charge: +2
Multiplicity: 3
<S²>: 2.009

In elementary charge units, the Mulliken charges are:
1 Ni 0.470
2 C -0.489
3 C -0.422
4 C -0.437
5 C -0.700
6 C -0.088
7 C -0.574
8 H 0.524
9 H 0.585
10 H 0.498
11 H 0.515
12 H 0.482
13 H 0.500
14 Cl -0.029
15 C -0.506
16 Cl -0.007
17 H 0.361
18 H 0.421
19 C -1.107
20 S 0.255
21 C -0.915
22 H 0.290
23 H 0.427
24 H 0.389
25 H 0.461
26 H 0.317
27 H 0.263
28 S -0.143
29 C -0.317
30 N 0.579
31 C -0.709
32 C -0.416
33 C -0.845
34 C -0.574
35 C -0.545
36 C 1.090
37 H 0.415
38 H 0.677
39 H 0.436
40 H 0.424
41 H 0.443

=====

Please write out number 2 again, unchanged.
C16H19Cl2NNiS2 | wB97M-V/def2-TZVPD

Atoms and positions in Å:
Ni -0.153 0.051 -0.164
C 1.011 -1.090 1.596
C -0.367 -1.309 1.669
C -1.230 -0.234 1.962
C -0.706 1.034 2.192
C 0.678 1.244 2.136
C 1.530 0.186 1.850
H 1.681 -1.921 1.421
H -0.749 -2.317 1.596
H -2.292 -0.400 2.087
H -1.368 1.852 2.446
H 1.082 2.224 2.358
H 2.603 0.334 1.855
Cl -0.494 1.377 -3.695
C -1.345 2.447 -2.606
Cl -0.985 2.095 -0.862
H -2.412 2.324 -2.736
H -1.022 3.465 -2.775
C -2.800 -2.571 -0.207
S -2.250 -1.117 -1.120
C -2.244 -1.785 -2.796
H -2.064 -3.372 -0.260
H -3.736 -2.907 -0.648
H -2.982 -2.291 0.828
H -3.276 -1.846 -3.136
H -1.794 -2.775 -2.812
H -1.689 -1.106 -3.437
S 3.481 1.023 -2.562
C 2.343 0.973 -1.310
N 1.485 -0.014 -1.345
C 1.720 -0.837 -2.449
C 1.013 -1.989 -2.787
C 1.353 -2.653 -3.943
C 2.394 -2.188 -4.763
C 3.124 -1.072 -4.422
C 2.779 -0.404 -3.247
H 2.337 1.730 -0.538
H 0.225 -2.343 -2.135
H 0.815 -3.548 -4.227
H 2.640 -2.723 -5.671
H 3.935 -0.724 -5.048

## Properties
Relative energy (zero: lowest compared OMol25 entry of this formula, charge and spin): 0.2243 eV
Orbital gap (spin up / spin down): 8.7 / 6.9 eV
Highest occupied orbital energy (spin up / spin down): -14.982 / -14.969 eV
Total energy: -3900.366056 a.u.
Net charge: +2
Multiplicity: 3
<S²>: 2.009

In elementary charge units, the Mulliken charges are:
1 Ni 0.470
2 C -0.489
3 C -0.422
4 C -0.437
5 C -0.700
6 C -0.088
7 C -0.574
8 H 0.524
9 H 0.585
10 H 0.498
11 H 0.515
12 H 0.482
13 H 0.500
14 Cl -0.029
15 C -0.506
16 Cl -0.007
17 H 0.361
18 H 0.421
19 C -1.107
20 S 0.255
21 C -0.915
22 H 0.290
23 H 0.427
24 H 0.389
25 H 0.461
26 H 0.317
27 H 0.263
28 S -0.143
29 C -0.317
30 N 0.579
31 C -0.709
32 C -0.416
33 C -0.845
34 C -0.574
35 C -0.545
36 C 1.090
37 H 0.415
38 H 0.677
39 H 0.436
40 H 0.424
41 H 0.443

=====

Question: Among the records above, which one has the lowest net charge?
Answer: CHBr3

=====

Question: What is the net charge in the first record?
Answer: 0